Formula: C45H53F3N3O12S3Y
Source: OMol25
Level of theory: wB97M-V/def2-TZVPD

Calculated values
DFT total energy (eV): -118276.861
E_HOMO (spin up / spin down) (eV): -3.12 / -3.11
HOMO-LUMO gap (spin up / spin down) (eV): 5.8649 / 5.8621
LUMO level (spin up / spin down) (Eh): 0.101 / 0.101
Maximum force (eV Å⁻¹): 1.49

Geometry as ORCA input:
```
! wB97M-V def2-TZVPD RIJCOSX def2/J DEFGRID3
* xyz -2 1
Y -0.249 0.004 -1.591
C 0.957 2.903 5.885
C -0.256 2.382 5.098
C -0.711 1.066 5.728
C -1.403 3.394 5.218
C 0.138 2.201 3.639
C 0.200 0.998 3.021
C 0.519 0.912 1.632
N 0.641 -0.208 0.920
C 0.937 -1.402 1.441
C 1.558 -1.638 2.705
C 1.740 -2.903 3.163
C 1.257 -3.996 2.359
C 0.736 -3.868 1.113
C 0.651 -2.518 0.555
O 0.283 -2.315 -0.619
C 0.246 -5.047 0.281
C -1.204 -4.819 -0.180
C 1.164 -5.235 -0.935
C 0.263 -6.343 1.091
C 2.436 -3.231 4.480
C 1.453 -3.958 5.410
C 2.921 -1.971 5.195
C 3.648 -4.134 4.218
C 0.641 2.126 0.826
O 0.725 2.040 -0.412
C 0.705 3.402 1.541
C 0.465 3.378 2.875
C 0.982 4.687 0.768
C 2.132 4.497 -0.231
C -0.283 5.099 0.009
C 1.380 5.831 1.708
H 0.694 3.057 6.935
H 1.312 3.852 5.484
H 1.781 2.189 5.836
H -1.019 1.242 6.761
H 0.092 0.327 5.743
H -1.555 0.632 5.192
H -1.736 3.455 6.257
H -2.251 3.099 4.602
H -1.098 4.393 4.908
H -0.080 0.088 3.529
H 1.929 -0.788 3.256
H 1.343 -4.990 2.778
H -1.312 -3.917 -0.773
H -1.870 -4.743 0.684
H -1.526 -5.663 -0.793
H 1.236 -4.323 -1.521
H 0.768 -6.018 -1.585
H 2.170 -5.518 -0.614
H -0.368 -6.276 1.980
H 1.270 -6.630 1.404
H -0.127 -7.148 0.466
H 0.589 -3.327 5.621
H 1.940 -4.206 6.356
H 1.088 -4.885 4.969
H 2.097 -1.295 5.428
H 3.645 -1.419 4.596
H 3.402 -2.247 6.136
H 3.354 -5.079 3.763
H 4.163 -4.357 5.156
H 4.352 -3.645 3.544
H 0.481 4.315 3.414
H 1.881 3.777 -1.005
H 3.039 4.161 0.278
H 2.347 5.459 -0.703
H -0.642 4.297 -0.630
H -0.067 5.971 -0.612
H -1.078 5.360 0.712
H 2.247 5.573 2.319
H 0.568 6.133 2.371
H 1.640 6.703 1.105
C -6.599 5.286 -4.928
C -5.403 4.639 -4.285
C -5.500 4.060 -3.025
C -4.412 3.431 -2.435
C -3.208 3.380 -3.118
C -3.089 3.951 -4.378
C -4.182 4.578 -4.951
S -1.789 2.577 -2.405
O -2.065 2.542 -0.976
O -0.626 3.326 -2.817
N -1.732 1.119 -3.008
C -3.004 0.376 -2.741
C -3.246 0.041 -1.255
O -4.354 0.186 -0.766
O -2.180 -0.376 -0.653
H -7.290 5.673 -4.178
H -7.151 4.570 -5.542
H -6.305 6.111 -5.577
H -6.445 4.094 -2.495
H -4.490 2.964 -1.464
H -2.139 3.907 -4.891
H -4.086 5.028 -5.934
H -2.940 -0.568 -3.287
H -3.874 0.928 -3.106
F 2.140 3.300 -4.063
C 1.765 2.334 -4.902
F 2.506 2.464 -6.022
F 0.497 2.523 -5.245
S 2.055 0.652 -4.204
O 3.490 0.536 -4.168
O 1.304 -0.209 -5.069
O 1.495 0.711 -2.826
O -0.845 -5.029 -6.177
S -0.631 -4.914 -4.754
O -0.941 -6.080 -3.958
N -1.317 -3.592 -4.137
C -0.412 -2.769 -3.627
O -0.659 -1.715 -3.010
C 1.014 -3.233 -3.794
C 2.186 -2.649 -3.353
C 3.383 -3.306 -3.603
C 3.400 -4.534 -4.265
C 2.218 -5.130 -4.692
C 1.045 -4.446 -4.442
H 2.179 -1.708 -2.819
H 4.311 -2.855 -3.281
H 4.346 -5.029 -4.445
H 2.213 -6.087 -5.194
*
```

***

Formula: C45H53N4O2SeV
Source: OMol25
Level of theory: wB97M-V/def2-TZVPD

Calculated values
DFT total energy (eV): -148600.391
E_HOMO (spin up / spin down) (eV): -13.79 / -13.79
HOMO-LUMO gap (spin up / spin down) (eV): 5.9190 / 5.9228
LUMO level (spin up / spin down) (Eh): -0.289 / -0.289
Maximum force (eV Å⁻¹): 2.72

Geometry as ORCA input:
```
! wB97M-V def2-TZVPD RIJCOSX def2/J DEFGRID3
* xyz 2 1
V -0.392 0.474 1.920
C -5.844 -0.029 2.082
C -4.924 -0.810 2.765
C -3.631 -0.346 2.963
C -3.268 0.900 2.480
C -4.175 1.682 1.778
C -5.465 1.214 1.585
N -1.900 1.316 2.653
C -1.543 2.588 3.163
C -2.401 3.652 3.442
C -1.880 4.814 3.966
C -0.512 4.952 4.250
C 0.332 3.889 4.059
C -0.194 2.719 3.526
N 0.468 1.467 3.481
N 1.536 1.328 4.087
C 1.853 -0.008 4.464
C 3.117 -0.220 4.962
C 3.353 -1.423 5.616
C 2.303 -2.302 5.770
C 1.063 -1.986 5.205
N 0.842 -0.867 4.532
H -6.856 -0.386 1.936
H -5.213 -1.779 3.152
H -2.907 -0.935 3.510
H -3.870 2.628 1.352
H -6.176 1.820 1.037
H -3.463 3.561 3.273
H -2.550 5.637 4.181
H -0.133 5.882 4.655
H 1.380 3.933 4.327
H 3.876 0.547 4.865
H 4.327 -1.640 6.035
H 2.419 -3.219 6.332
H 0.224 -2.660 5.319
C -1.040 3.086 -5.204
C 0.313 2.491 -4.781
C 1.425 3.430 -5.249
C 0.500 1.120 -5.448
C 0.333 2.287 -3.268
C -0.688 1.549 -2.655
C -0.640 1.339 -1.301
Se -2.020 0.342 -0.407
C -1.305 -1.397 -0.726
C -1.548 -2.027 -1.928
C -0.925 -3.242 -2.190
C -0.110 -3.753 -1.191
C 0.138 -3.161 0.052
C -0.503 -1.951 0.261
O -0.395 -1.148 1.444
C 1.053 -3.942 1.007
C 1.255 -3.237 2.335
C 2.429 -4.144 0.356
C 0.405 -5.309 1.302
C -1.113 -4.008 -3.499
C -1.923 -3.198 -4.513
C -1.859 -5.317 -3.200
C 0.263 -4.324 -4.102
C 0.390 1.868 -0.531
O 0.292 1.553 0.849
C 1.409 2.607 -1.060
C 1.333 2.791 -2.452
C 2.556 3.268 -0.274
C 2.387 4.795 -0.373
C 3.918 2.851 -0.859
C 2.555 2.877 1.210
H -1.025 3.309 -6.273
H -1.251 4.016 -4.668
H -1.869 2.393 -5.028
H 1.353 3.562 -6.330
H 2.420 3.027 -5.037
H 1.343 4.422 -4.791
H 0.467 1.227 -6.535
H -0.290 0.421 -5.156
H 1.465 0.680 -5.179
H -1.507 1.143 -3.236
H -2.197 -1.560 -2.656
H 0.375 -4.703 -1.378
H 1.734 -2.264 2.221
H 1.902 -3.852 2.966
H 0.304 -3.104 2.850
H 2.958 -3.191 0.252
H 2.366 -4.601 -0.632
H 3.035 -4.802 0.984
H -0.625 -5.192 1.654
H 0.975 -5.826 2.078
H 0.388 -5.955 0.423
H -2.949 -3.024 -4.175
H -1.981 -3.751 -5.452
H -1.456 -2.231 -4.730
H -2.832 -5.122 -2.741
H -1.286 -5.960 -2.525
H -2.026 -5.872 -4.127
H 0.850 -3.413 -4.251
H 0.136 -4.808 -5.073
H 0.841 -5.006 -3.472
H 2.109 3.383 -2.910
H 2.560 5.156 -1.390
H 3.106 5.291 0.283
H 1.381 5.102 -0.074
H 4.029 3.100 -1.913
H 4.080 1.774 -0.749
H 4.715 3.369 -0.320
H 1.663 3.243 1.729
H 3.424 3.335 1.688
H 2.638 1.797 1.350
*
```

***

Question: What is the maximum force in the first record?
Answer: 1.49 eV Å⁻¹

***

Question: Which of these has the highest DFT total energy?
Answer: C45H53F3N3O12S3Y

***

Question: Which value of maximum force does entry 1 give?
Answer: 1.49 eV Å⁻¹